(1)
The following is a DFT calculation (the ωB97M-V functional and the def2-TZVPD basis) of C47H55N8O4RuS as an isolated structure.

```
116
Properties=species:S:1:pos:R:3:lowdin_charge:R:1
Ru -0.810 -0.326 0.952 1.490
C 4.620 -2.346 1.865 -0.054
C 3.603 -3.501 1.723 -0.178
C 2.311 -3.110 1.180 -0.144
C 1.581 -3.804 0.244 -0.057
C 1.768 -5.266 -0.190 -0.148
C 0.866 -6.281 0.592 -0.068
C 0.457 -2.929 -0.107 -0.160
N 0.393 -1.886 0.837 -0.082
C 1.498 -2.023 1.713 -0.214
C 1.696 -1.377 2.886 0.052
C 1.128 -0.152 3.289 -0.193
C 1.563 0.650 4.392 -0.081
C 2.841 0.468 5.190 -0.200
C 4.009 1.253 4.673 -0.097
C 0.587 1.612 4.559 -0.120
C -0.379 1.446 3.514 -0.152
C -1.463 2.295 3.272 0.081
C -2.423 2.076 2.282 -0.157
N -2.330 1.066 1.311 -0.019
C -3.461 1.117 0.572 -0.207
C -3.818 0.270 -0.525 0.074
C -2.937 -0.580 -1.212 -0.188
N -1.796 -1.142 -0.669 -0.023
C -1.395 -2.184 -1.481 -0.145
C -0.374 -3.102 -1.199 0.071
C -2.316 -2.298 -2.623 -0.097
C -3.268 -1.285 -2.426 -0.095
C -4.551 -1.027 -3.195 -0.186
C -5.684 -1.957 -2.704 -0.071
C -2.302 -3.268 -3.720 -0.172
C -1.089 -3.049 -4.693 -0.056
C -4.228 2.287 0.920 -0.095
C -3.606 2.853 2.016 -0.114
C -3.979 4.084 2.792 -0.201
C -4.676 3.625 4.030 -0.095
C -5.412 2.855 0.158 -0.172
C -5.036 3.398 -1.244 -0.087
N -0.012 0.324 2.721 -0.027
C 0.496 2.631 5.628 -0.198
C -0.679 2.450 6.607 -0.085
H 5.618 -2.809 1.940 0.088
H 4.434 -1.753 2.785 0.063
H 4.646 -1.659 1.027 0.073
H 3.360 -3.942 2.732 0.148
H 3.937 -4.357 1.143 0.109
H 2.782 -5.550 0.013 0.091
H 1.712 -5.316 -1.259 0.105
H 1.271 -6.369 1.621 0.079
H 0.893 -7.278 0.127 0.076
H -0.216 -6.051 0.712 0.078
H 2.456 -1.834 3.490 0.110
H 3.118 -0.550 5.262 0.092
H 2.652 0.858 6.223 0.126
H 4.051 1.113 3.572 0.080
H 4.953 0.916 5.158 0.093
H 3.872 2.378 4.810 0.101
H -1.636 3.159 3.917 0.116
H -4.845 0.154 -0.836 0.113
H -0.294 -4.013 -1.818 0.144
H -4.313 -1.049 -4.279 0.129
H -4.858 -0.022 -2.902 0.088
H -5.375 -2.943 -2.993 0.061
H -6.697 -1.604 -3.099 0.107
H -5.715 -1.930 -1.609 0.073
H -3.276 -3.148 -4.240 0.114
H -2.291 -4.273 -3.292 0.121
H -1.176 -2.081 -5.217 0.083
H -1.123 -3.866 -5.392 0.067
H -0.098 -2.969 -4.228 0.042
H -4.629 4.702 2.205 0.102
H -3.101 4.681 3.048 0.118
H -5.505 2.949 3.735 0.092
H -5.184 4.483 4.540 0.096
H -4.031 3.023 4.714 0.081
H -5.891 3.691 0.775 0.129
H -6.134 2.044 -0.047 0.115
H -4.178 4.116 -1.246 0.090
H -5.955 3.956 -1.672 0.105
H -4.833 2.559 -1.888 0.045
H 0.436 3.694 5.211 0.144
H 1.397 2.692 6.228 0.101
H -1.680 2.557 6.133 0.062
H -0.631 3.189 7.461 0.096
H -0.598 1.452 7.097 0.090
O 6.199 -1.197 -3.731 -0.298
S 4.978 -0.647 -3.206 0.640
O 5.125 0.245 -2.020 -0.395
N 3.801 -1.734 -2.896 -0.079
C 2.633 -1.445 -3.562 -0.525
O 1.479 -1.826 -3.349 -0.009
C 2.879 -0.392 -4.608 -0.147
C 2.132 -0.008 -5.708 -0.012
C 2.542 1.097 -6.462 -0.074
C 3.771 1.722 -6.276 -0.064
C 4.616 1.232 -5.279 -0.034
C 4.126 0.200 -4.502 -0.248
H 1.185 -0.500 -5.961 0.116
H 1.835 1.421 -7.226 0.106
H 4.025 2.575 -6.855 0.095
H 5.602 1.627 -5.035 0.127
C 3.150 2.810 -1.535 0.025
N 1.781 2.346 -1.165 -0.084
C 0.583 3.039 -1.576 -0.029
C -0.438 2.082 -0.976 -0.402
O -1.664 2.189 -1.245 0.033
N 0.157 1.023 -0.324 0.022
C 1.502 1.187 -0.568 -0.337
N 2.455 0.279 -0.237 0.254
H 3.007 3.538 -2.369 0.104
H 3.810 1.979 -1.884 0.066
H 3.502 3.372 -0.631 0.111
H 0.507 3.216 -2.660 0.150
H 0.472 4.045 -1.091 0.155
H 2.171 -0.660 0.083 0.087
H 3.360 0.313 -0.739 0.086
```

Total charge: +1
Energy in Ha: -3055.82432
Multiplicity: 5
Maximum force in hartree/bohr: 0.091
HOMO (alpha / beta) in eV: -10.02 / -10.09



(2)
The following is a DFT calculation (the ωB97M-V functional and the def2-TZVPD basis) of a 9-piece molecular cluster, C47H56N9O overall.

```
113
Properties=species:S:1:pos:R:3:lowdin_charge:R:1
O -3.473 -2.972 2.136 -0.080
C -3.256 -1.600 2.357 -0.257
C -1.739 -1.218 2.207 -0.094
C -1.702 0.358 2.272 -0.286
C -1.744 1.002 0.861 -0.108
C -1.470 2.564 0.971 -0.165
C -1.651 3.100 2.439 -0.149
C -0.586 2.335 3.324 -0.102
N -0.516 0.873 3.000 0.084
H -4.381 -3.173 2.381 0.112
H -3.811 -0.943 1.641 0.128
H -3.557 -1.249 3.373 0.128
H -1.385 -1.600 1.227 0.130
H -1.109 -1.665 3.005 0.112
H -2.599 0.636 2.868 0.154
H -1.023 0.552 0.144 0.119
H -2.753 0.785 0.450 0.127
H -0.386 2.736 0.716 0.078
H -2.054 3.131 0.219 0.120
H -2.691 2.830 2.735 0.114
H -1.560 4.195 2.537 0.124
H -0.811 2.518 4.393 0.137
H 0.389 2.799 3.065 0.136
H -0.476 0.366 3.891 0.182
H 0.374 0.662 2.537 0.196
N 1.303 2.709 -0.891 0.027
C 2.341 3.451 -0.485 -0.160
C 3.004 4.358 -1.294 -0.059
C 2.574 4.507 -2.605 -0.056
C 1.502 3.748 -3.049 -0.057
C 0.906 2.872 -2.158 -0.172
H 2.645 3.299 0.546 0.095
H 3.836 4.933 -0.911 0.105
H 3.070 5.206 -3.271 0.077
H 1.138 3.834 -4.064 0.109
H 0.062 2.259 -2.457 0.095
N -0.173 -1.677 -3.011 0.046
C -0.215 -2.434 -4.112 -0.153
C 0.459 -2.129 -5.284 -0.067
C 1.218 -0.970 -5.322 -0.072
C 1.275 -0.167 -4.194 -0.072
C 0.567 -0.564 -3.072 -0.172
H -0.823 -3.328 -4.036 0.104
H 0.390 -2.781 -6.144 0.105
H 1.758 -0.696 -6.220 0.109
H 1.856 0.746 -4.185 0.095
H 0.584 0.029 -2.163 0.075
N 4.850 6.055 -4.532 0.034
C 4.736 6.627 -5.737 -0.152
C 5.805 7.138 -6.453 -0.065
C 7.071 7.059 -5.891 -0.068
C 7.214 6.473 -4.643 -0.064
C 6.081 5.989 -4.011 -0.155
H 3.728 6.669 -6.134 0.102
H 5.652 7.587 -7.425 0.101
H 7.934 7.450 -6.419 0.067
H 8.185 6.393 -4.172 0.104
H 6.146 5.519 -3.035 0.098
N -3.092 -7.201 -0.835 0.052
C -1.831 -7.561 -1.098 -0.142
C -0.720 -6.874 -0.636 -0.071
C -0.924 -5.746 0.142 -0.080
C -2.222 -5.350 0.427 -0.069
C -3.263 -6.110 -0.082 -0.145
H -1.722 -8.448 -1.713 0.107
H 0.278 -7.214 -0.879 0.103
H -0.081 -5.180 0.521 0.100
H -2.422 -4.475 1.030 0.065
H -4.296 -5.843 0.117 0.104
N -2.830 -4.060 6.276 0.053
C -2.028 -4.595 7.203 -0.140
C -0.759 -5.085 6.936 -0.062
C -0.292 -5.020 5.633 -0.073
C -1.106 -4.471 4.653 -0.071
C -2.357 -4.007 5.026 -0.140
H -2.438 -4.627 8.207 0.112
H -0.153 -5.505 7.727 0.107
H 0.694 -5.394 5.383 0.109
H -0.778 -4.405 3.624 0.094
H -3.028 -3.568 4.298 0.081
N -5.915 -1.525 7.958 0.056
C -4.651 -1.888 7.701 -0.161
C -3.543 -1.197 8.169 -0.089
C -3.751 -0.066 8.943 -0.092
C -5.051 0.329 9.220 -0.079
C -6.090 -0.432 8.708 -0.154
H -4.536 -2.777 7.091 0.072
H -2.543 -1.538 7.932 0.087
H -2.911 0.501 9.326 0.101
H -5.253 1.206 9.820 0.101
H -7.123 -0.165 8.901 0.104
N 9.334 9.050 -7.177 0.040
C 9.060 9.144 -8.484 -0.149
C 9.724 9.993 -9.352 -0.069
C 10.730 10.798 -8.841 -0.074
C 11.032 10.720 -7.491 -0.068
C 10.310 9.835 -6.708 -0.144
H 8.264 8.497 -8.837 0.101
H 9.461 10.025 -10.401 0.104
H 11.273 11.477 -9.487 0.108
H 11.809 11.333 -7.055 0.104
H 10.512 9.737 -5.647 0.105
N -8.302 -9.667 1.307 0.051
C -8.435 -9.084 0.111 -0.159
C -7.382 -8.534 -0.601 -0.076
C -6.114 -8.586 -0.043 -0.088
C -5.951 -9.184 1.197 -0.077
C -7.070 -9.707 1.825 -0.160
H -9.445 -9.065 -0.283 0.101
H -7.549 -8.077 -1.568 0.099
H -5.262 -8.167 -0.567 0.068
H -4.977 -9.244 1.665 0.098
H -6.992 -10.188 2.794 0.100
```

Total charge: +1
Energy in Ha: -2392.30166
Maximum force in hartree/bohr: 0.053
HOMO in eV: -10.55



(3)
The following is a DFT calculation (the ωB97M-V functional and the def2-TZVPD basis) of C47H57AsBrCl2N3O2PRbS as an isolated structure.

```
116
Properties=species:S:1:pos:R:3:lowdin_charge:R:1
Rb 0.200 0.451 0.814 0.635
S 2.780 -1.218 2.026 0.465
C 3.786 -2.589 1.847 -0.786
C 5.012 -2.721 2.511 -0.144
C 5.829 -3.802 2.258 -0.131
C 5.447 -4.785 1.355 -0.129
C 4.209 -4.690 0.730 -0.126
C 3.375 -3.615 0.969 -0.441
As 1.642 -3.284 0.104 1.279
C 2.338 -2.768 -1.643 -0.371
C 1.475 -2.734 -2.737 -0.140
C 1.942 -2.415 -4.000 -0.083
C 3.283 -2.118 -4.190 -0.114
C 4.141 -2.114 -3.104 -0.114
C 3.672 -2.436 -1.842 -0.120
C 1.340 -5.202 -0.294 -0.379
C 1.046 -5.982 0.824 -0.142
C 0.784 -7.334 0.718 -0.104
C 0.806 -7.938 -0.529 -0.118
C 1.100 -7.181 -1.650 -0.099
C 1.363 -5.825 -1.533 -0.094
H 5.317 -1.948 3.205 0.086
H 6.784 -3.883 2.768 0.087
H 6.111 -5.616 1.144 0.082
H 3.903 -5.465 0.033 0.100
H 0.422 -2.964 -2.610 0.047
H 1.248 -2.405 -4.830 0.098
H 3.660 -1.888 -5.181 0.093
H 5.186 -1.860 -3.239 0.097
H 4.358 -2.427 -1.002 0.100
H 1.047 -5.505 1.803 0.096
H 0.555 -7.915 1.603 0.095
H 0.595 -8.996 -0.623 0.089
H 1.120 -7.651 -2.626 0.095
H 1.597 -5.249 -2.420 0.091
Br -1.679 -1.695 -1.111 0.740
C -2.043 -2.169 -4.071 -0.091
C -2.178 -2.416 -5.440 -0.203
C -3.240 -1.970 -6.235 -0.146
C -4.236 -1.191 -5.702 -0.100
C -4.205 -0.863 -4.337 -0.202
C -5.208 -0.081 -3.729 -0.069
C -5.187 0.174 -2.386 -0.110
C -4.138 -0.316 -1.595 -0.146
C -3.152 -1.049 -2.193 -0.553
C -3.117 -1.373 -3.557 -0.285
H -1.409 -3.014 -5.933 0.049
H -3.289 -2.238 -7.291 0.079
H -5.056 -0.833 -6.320 0.088
H -6.011 0.308 -4.347 0.096
H -5.967 0.763 -1.921 0.092
H -4.125 -0.124 -0.533 0.074
Cl -2.249 -3.854 3.651 0.496
C -1.417 -3.172 2.252 -1.039
Cl -1.005 -1.493 2.531 0.446
H -2.081 -3.246 1.391 -0.001
H -0.493 -3.733 2.096 -0.018
C 3.233 4.877 -0.274 -0.130
N 2.181 3.989 -0.691 -0.306
C 0.864 4.575 -0.756 -0.092
P 2.366 2.456 -1.323 0.543
O 1.260 1.556 -1.001 -0.514
N 2.459 2.629 -2.994 -0.304
C 2.032 1.533 -3.834 -0.103
C 3.280 3.622 -3.630 -0.114
N 3.915 2.056 -0.748 -0.297
C 3.928 1.854 0.697 -0.129
C 4.579 0.974 -1.448 -0.099
H 3.240 5.794 -0.881 0.077
H 4.193 4.377 -0.377 0.071
H 3.095 5.166 0.775 0.081
H 0.861 5.457 -1.412 0.082
H 0.520 4.870 0.240 0.092
H 0.176 3.835 -1.160 0.079
H 1.466 0.833 -3.223 0.078
H 2.878 0.999 -4.284 0.073
H 1.387 1.900 -4.638 0.087
H 3.564 4.367 -2.892 0.062
H 2.713 4.115 -4.428 0.083
H 4.193 3.203 -4.073 0.080
H 3.261 2.578 1.163 0.059
H 4.945 2.009 1.070 0.090
H 3.608 0.842 0.981 -0.018
H 4.501 1.121 -2.524 0.066
H 4.152 -0.003 -1.205 0.070
H 5.635 0.974 -1.167 0.090
C 1.684 3.635 3.454 -0.074
C 0.718 3.406 4.618 -0.374
C 0.726 1.937 5.048 -0.058
C -0.692 3.827 4.262 -0.154
C -1.303 4.799 5.024 -0.092
C -2.616 5.188 4.806 -0.150
C -3.325 4.548 3.801 -0.090
C -2.762 3.572 3.007 -0.148
C -3.626 2.899 1.959 -0.371
C -3.808 1.413 2.275 -0.056
C -3.062 3.089 0.552 -0.059
C -1.391 3.181 3.184 -0.354
O -0.836 2.305 2.444 -0.269
H 2.682 3.275 3.710 0.073
H 1.737 4.697 3.209 0.073
H 1.314 3.091 2.587 0.055
H 1.054 4.014 5.475 0.121
H 0.440 1.312 4.204 0.064
H 0.010 1.780 5.855 0.079
H 1.715 1.638 5.391 0.071
H -0.745 5.264 5.835 0.094
H -3.087 5.950 5.419 0.072
H -4.364 4.825 3.639 0.094
H -4.618 3.374 1.985 0.120
H -2.831 0.935 2.333 0.046
H -4.405 0.925 1.504 0.059
H -4.321 1.288 3.229 0.079
H -2.061 2.666 0.503 0.055
H -3.012 4.148 0.306 0.076
H -3.699 2.591 -0.178 0.065
```

Total charge: -2
Energy relative to the best compared isomer or geometry (same formula, charge and spin) in kJ/mol: 106.8
Energy in Ha: -8633.80710
Maximum force in hartree/bohr: 0.049
HOMO in eV: -1.74



> What is the energy in the second record?

-2392.30166 Ha